# 1
Below is a 2-piece molecular cluster, C3H9NO2S overall at a distorted geometry, with properties calculated with ωB97M-V/def2-TZVPD.

HOMO-LUMO gap (spin up / spin down): 9.4 / 4.4 eV
largest force on an atom: 0.09675 hartree/bohr
2S+1: 2
energy above the lowest of the compared OMol25 structures with the same formula, charge and spin: 168.8 kJ/mol
HOMO energy (spin up / spin down): -13.699 / -13.513 eV
total charge: +1
LUMO (spin up / spin down): -4.30 / -9.15 eV
<S²>: 0.754

The geometry in XYZ format:
```
16
Properties=species:S:1:pos:R:3:forces:R:3
C -0.482329 -0.427404 0.752432 -1.5 -0.1 -1.4
C -0.927055 0.435412 1.901561 -1.8 0.3 0.7
S -2.825793 -0.010472 2.189302 1.8 0.2 0.6
C 0.776122 0.053569 -0.014328 2.9 -4.0 -0.2
N 1.542865 -1.038940 -0.538909 -2.5 0.1 1.9
O 1.242293 1.131243 -0.050424 -0.6 2.4 0.6
H -0.411499 -1.529120 1.122984 -0.2 1.9 -1.2
H -1.248277 -0.185382 -0.101976 1.0 -1.3 1.3
H -0.498938 0.181998 2.851114 0.2 -0.3 0.6
H -0.969631 1.540774 1.901368 0.3 -0.4 -0.9
H -3.194384 0.073790 0.919748 -0.1 0.2 -0.6
H 1.125346 -1.944781 -0.660062 -0.5 -0.1 0.4
H 2.108340 -0.889047 -1.319786 1.0 1.1 -1.2
H 1.972199 1.197344 -2.872686 -1.2 -0.6 0.2
H 0.636882 0.735655 -3.401724 -2.6 0.4 -4.0
O 1.153862 0.675359 -2.678615 3.7 0.3 3.1
```
Positions in Å, forces in eV/Å.

For reference, the Mulliken charges in units of e are:
1 C -0.41
2 C -0.54
3 S 0.24
4 C 0.42
5 N -0.41
6 O -0.46
7 H 0.30
8 H 0.23
9 H 0.42
10 H 0.44
11 H 0.28
12 H 0.20
13 H 0.30
14 H 0.31
15 H 0.25
16 O -0.57

# 2
Below is a 2-piece molecular cluster, C3H9NO2S overall at a distorted geometry, with properties calculated with ωB97M-V/def2-TZVPD.

HOMO-LUMO gap (spin up / spin down): 8.4 / 4.3 eV
largest force on an atom: 0.07121 hartree/bohr
2S+1: 2
energy above the lowest of the compared OMol25 structures with the same formula, charge and spin: 350.2 kJ/mol
HOMO energy (spin up / spin down): -13.226 / -13.226 eV
total charge: +1
LUMO (spin up / spin down): -4.87 / -8.88 eV
<S²>: 0.761

The geometry in XYZ format:
```
16
Properties=species:S:1:pos:R:3:forces:R:3
O 1.250124 -1.211349 -1.294250 -0.3 -0.9 1.0
C 0.231899 -0.865207 -0.809035 0.0 0.9 -2.4
C -0.008532 0.714201 -0.994184 -2.7 0.8 0.6
C -0.857912 0.726668 -2.437247 -0.5 0.5 3.3
S -1.385257 2.485392 -2.620603 1.8 0.5 -3.1
N -0.765705 1.233047 0.107941 0.7 1.0 -1.2
H -0.720726 -1.394818 -0.601071 0.6 -0.4 0.6
H 0.930822 1.177678 -1.207342 0.6 0.4 0.5
H -1.633803 -0.008306 -2.247296 -0.3 0.1 -0.6
H -0.115228 0.469732 -3.200465 -0.6 0.5 -0.3
H -2.180368 3.403776 -1.962546 -0.2 -1.9 1.1
H -0.450330 2.172318 0.340388 0.5 -0.3 0.5
H -1.776145 1.392482 -0.009244 0.4 -1.1 -0.1
H 2.875689 -2.735911 5.792114 -0.3 -0.1 0.1
H 1.839807 -3.901300 5.598798 -0.1 0.3 0.2
O 2.765659 -3.658408 5.544048 0.4 -0.2 -0.2
```
Positions in Å, forces in eV/Å.

For reference, the Mulliken charges in units of e are:
1 O -0.25
2 C 0.05
3 C -0.07
4 C -0.52
5 S -0.16
6 N -0.53
7 H 0.36
8 H 0.45
9 H 0.40
10 H 0.38
11 H 0.26
12 H 0.33
13 H 0.30
14 H 0.32
15 H 0.32
16 O -0.64

What is the 2S+1 in the first record? 2

Repeat the second record exactly.
Below is a 2-piece molecular cluster, C3H9NO2S overall at a distorted geometry, with properties calculated with ωB97M-V/def2-TZVPD.

HOMO-LUMO gap (spin up / spin down): 8.4 / 4.3 eV
largest force on an atom: 0.07121 hartree/bohr
2S+1: 2
energy above the lowest of the compared OMol25 structures with the same formula, charge and spin: 350.2 kJ/mol
HOMO energy (spin up / spin down): -13.226 / -13.226 eV
total charge: +1
LUMO (spin up / spin down): -4.87 / -8.88 eV
<S²>: 0.761

The geometry in XYZ format:
```
16
Properties=species:S:1:pos:R:3:forces:R:3
O 1.250124 -1.211349 -1.294250 -0.3 -0.9 1.0
C 0.231899 -0.865207 -0.809035 0.0 0.9 -2.4
C -0.008532 0.714201 -0.994184 -2.7 0.8 0.6
C -0.857912 0.726668 -2.437247 -0.5 0.5 3.3
S -1.385257 2.485392 -2.620603 1.8 0.5 -3.1
N -0.765705 1.233047 0.107941 0.7 1.0 -1.2
H -0.720726 -1.394818 -0.601071 0.6 -0.4 0.6
H 0.930822 1.177678 -1.207342 0.6 0.4 0.5
H -1.633803 -0.008306 -2.247296 -0.3 0.1 -0.6
H -0.115228 0.469732 -3.200465 -0.6 0.5 -0.3
H -2.180368 3.403776 -1.962546 -0.2 -1.9 1.1
H -0.450330 2.172318 0.340388 0.5 -0.3 0.5
H -1.776145 1.392482 -0.009244 0.4 -1.1 -0.1
H 2.875689 -2.735911 5.792114 -0.3 -0.1 0.1
H 1.839807 -3.901300 5.598798 -0.1 0.3 0.2
O 2.765659 -3.658408 5.544048 0.4 -0.2 -0.2
```
Positions in Å, forces in eV/Å.

For reference, the Mulliken charges in units of e are:
1 O -0.25
2 C 0.05
3 C -0.07
4 C -0.52
5 S -0.16
6 N -0.53
7 H 0.36
8 H 0.45
9 H 0.40
10 H 0.38
11 H 0.26
12 H 0.33
13 H 0.30
14 H 0.32
15 H 0.32
16 O -0.64